1.
Density functional theory data (wB97M-V/def2-TZVPD) for a 7-piece molecular cluster, C22H55N3O7 overall in a non-equilibrium geometry.

The geometry in XYZ format:
```
87
Properties=species:S:1:pos:R:3:mulliken_charge:R:1
C -0.845 3.984 -0.431 -1.176
C 0.652 3.983 -0.161 0.717
N 1.237 5.129 -0.350 -0.293
O 1.262 2.947 0.080 -0.820
H -1.200 4.924 -0.853 0.392
H -1.245 3.846 0.573 0.426
H -1.117 3.092 -0.996 0.128
H 2.235 5.099 -0.497 0.253
H 0.784 5.997 -0.101 0.212
C 5.060 -3.831 4.143 -1.107
C 4.495 -2.550 3.518 0.810
N 4.754 -2.362 2.244 -0.297
O 4.051 -1.608 4.162 -0.636
H 4.363 -4.662 4.033 0.274
H 5.295 -3.676 5.196 0.295
H 5.979 -4.180 3.674 0.349
H 4.482 -1.496 1.800 0.181
H 5.235 -3.090 1.735 0.168
C 2.932 6.032 2.996 -0.853
C 3.486 4.589 3.188 0.741
N 3.558 3.798 2.145 -0.204
O 3.834 4.162 4.284 -0.663
H 3.591 6.729 3.515 0.329
H 1.937 5.999 3.441 0.211
H 2.921 6.373 1.961 0.263
H 3.879 2.852 2.290 0.131
H 3.347 4.136 1.217 0.060
C -1.396 -0.953 -2.673 -0.812
C -0.948 -1.063 -4.140 -0.590
C -1.757 -0.118 -5.078 -0.606
C -3.300 -0.402 -5.125 -0.493
C -4.180 0.753 -5.783 -0.477
C -5.729 0.533 -5.583 -1.193
H -1.464 0.095 -2.381 0.062
H -0.609 -1.375 -2.047 0.289
H -2.304 -1.551 -2.596 0.353
H 0.068 -0.671 -4.089 0.286
H -0.927 -2.082 -4.525 0.358
H -1.422 -0.191 -6.113 0.374
H -1.473 0.890 -4.776 0.267
H -3.388 -1.355 -5.647 0.285
H -3.698 -0.488 -4.114 0.275
H -3.835 1.666 -5.299 0.297
H -3.973 0.915 -6.841 0.348
H -6.367 1.275 -6.065 0.380
H -6.080 -0.434 -5.943 0.288
H -5.947 0.594 -4.517 0.307
C -4.862 -5.072 5.068 -1.144
C -4.274 -6.090 4.049 -0.458
C -2.782 -5.905 3.956 -0.745
C -2.430 -4.462 3.364 -0.458
C -0.912 -4.195 3.226 -0.698
C -0.420 -2.936 2.544 -0.886
H -4.851 -4.029 4.750 0.332
H -4.333 -5.084 6.020 0.291
H -5.882 -5.425 5.216 0.356
H -4.432 -7.067 4.505 0.323
H -4.798 -6.067 3.094 0.306
H -2.317 -6.720 3.400 0.371
H -2.386 -6.021 4.966 0.315
H -2.757 -4.462 2.324 0.210
H -2.986 -3.715 3.932 0.317
H -0.405 -4.296 4.186 0.446
H -0.506 -5.045 2.677 0.347
H -0.863 -2.949 1.548 0.264
H -0.854 -2.185 3.204 0.265
H 0.666 -2.867 2.494 0.242
O 3.298 3.586 -4.099 -0.575
C 1.951 3.113 -3.938 0.052
C 1.108 4.346 -4.011 -0.493
O 0.715 4.738 -5.292 -0.520
H 3.463 4.153 -4.856 0.312
H 1.719 2.311 -4.638 0.254
H 1.888 2.636 -2.960 0.027
H 1.536 5.125 -3.380 0.431
H 0.164 4.083 -3.534 0.167
H 0.753 5.697 -5.318 0.344
O 1.102 0.430 -0.557 -0.385
C 1.332 -0.253 0.635 -0.283
C 2.318 0.397 1.594 -0.313
O 3.617 0.434 1.007 -0.588
H 1.325 1.357 -0.440 0.407
H 0.291 -0.273 0.955 0.220
H 1.625 -1.270 0.375 0.249
H 2.420 -0.262 2.456 0.255
H 1.933 1.358 1.935 0.169
H 3.593 0.633 0.068 0.382
```

Results
**Spin multiplicity**: 1
**Structure (SMILES)**: CC(N)=O.CC(N)=O.CC(N)=O.CCCCCC.CCCCCC.OCCO.OCCO
**Lowest unoccupied orbital energy**: 0.04 eV
**Charge**: 0
**Frontier orbital gap**: 9.374 eV
**Electronic energy**: -1562.14089 Eh

2.
Density functional theory data (wB97M-V/def2-TZVPD) for a 10-piece molecular cluster, C18H56O10 overall in a non-equilibrium geometry.

The geometry in XYZ format:
```
84
Properties=species:S:1:pos:R:3:mulliken_charge:R:1
C -1.096 4.459 4.960 -1.450
C -0.327 3.546 4.020 0.919
C -1.137 3.228 2.787 -0.817
O 0.890 4.163 3.553 -0.613
H -0.501 4.932 5.741 0.376
H -1.897 3.895 5.455 0.355
H -1.628 5.248 4.418 0.327
H -0.093 2.623 4.568 -0.015
H -1.447 4.134 2.259 0.502
H -2.059 2.706 3.060 0.197
H -0.625 2.588 2.067 -0.341
H 1.565 4.135 4.242 0.353
C -0.151 -4.483 -0.208 -1.480
C -1.415 -3.656 -0.379 1.102
C -2.625 -4.526 -0.707 -1.652
O -1.647 -2.835 0.766 -0.420
H -0.257 -5.224 0.597 0.408
H 0.686 -3.842 0.056 0.167
H 0.016 -5.079 -1.107 0.472
H -1.254 -2.986 -1.228 -0.022
H -2.558 -4.911 -1.730 0.402
H -3.566 -3.993 -0.610 0.402
H -2.598 -5.429 -0.087 0.329
H -1.487 -3.336 1.576 0.202
C -3.589 -0.039 -0.921 -1.450
C -3.318 0.401 0.501 2.058
C -4.323 1.414 0.992 -1.596
O -3.434 -0.740 1.398 -0.722
H -4.620 -0.394 -1.011 0.361
H -2.939 -0.803 -1.347 0.205
H -3.514 0.823 -1.601 0.348
H -2.308 0.824 0.601 -0.710
H -4.094 1.723 2.015 0.314
H -5.317 0.968 1.015 0.399
H -4.287 2.332 0.402 0.377
H -2.787 -1.430 1.102 0.491
C 0.983 -0.617 -2.022 -1.396
C 0.045 0.099 -1.077 2.222
C 0.529 -0.034 0.366 -0.114
O -0.045 1.478 -1.440 -0.577
H 0.928 -1.708 -1.879 0.213
H 2.002 -0.280 -1.854 0.334
H 0.700 -0.563 -3.078 0.226
H -0.974 -0.293 -1.113 -1.242
H 1.616 0.083 0.411 0.511
H 0.264 -1.004 0.789 0.160
H 0.120 0.756 1.000 -0.615
H 0.615 1.986 -0.944 0.289
C 2.754 1.294 2.850 -0.205
O 3.717 1.644 3.845 -0.568
H 2.347 0.290 2.988 0.283
H 1.955 2.032 2.902 -0.030
H 3.186 1.383 1.850 0.235
H 4.266 0.876 4.023 0.308
C 1.867 -1.048 -6.396 -0.425
O 2.505 -2.096 -7.116 -0.542
H 1.285 -0.391 -7.045 0.276
H 1.226 -1.394 -5.577 0.188
H 2.672 -0.484 -5.921 0.219
H 1.894 -2.834 -7.199 0.300
C 0.106 2.111 -4.853 -0.260
O -0.872 1.615 -5.766 -0.531
H 0.983 1.456 -4.746 0.036
H 0.479 3.065 -5.221 0.350
H -0.330 2.223 -3.855 0.133
H -1.114 0.719 -5.524 0.293
C 3.613 -4.528 -0.186 -0.343
O 4.808 -3.861 -0.591 -0.525
H 2.782 -4.179 -0.792 0.015
H 3.688 -5.614 -0.290 0.312
H 3.413 -4.272 0.863 0.246
H 5.570 -4.370 -0.312 0.304
C 3.216 2.969 -1.469 -0.610
O 2.387 2.792 -0.322 -0.340
H 2.998 2.133 -2.134 0.177
H 3.055 3.910 -1.989 0.316
H 4.266 2.889 -1.175 0.242
H 2.145 3.647 0.052 0.254
C -1.007 -0.458 3.954 -0.179
O -2.212 0.259 3.724 -0.527
H -0.491 -0.680 3.011 -0.173
H -0.342 0.169 4.549 0.196
H -1.186 -1.395 4.497 0.368
H -2.673 -0.210 2.996 0.420
```

Results
**Spin multiplicity**: 1
**Structure (SMILES)**: CC(C)O.CC(C)O.CC(C)O.CC(C)O.CO.CO.CO.CO.CO.CO
**Lowest unoccupied orbital energy**: 0.29 eV
**Charge**: 0
**Frontier orbital gap**: 10.097 eV
**Electronic energy**: -1471.68298 Eh

3.
Density functional theory data (wB97M-V/def2-TZVPD) for C22H52O3Si2 as an isolated structure in a non-equilibrium geometry.

The geometry in XYZ format:
```
79
Properties=species:S:1:pos:R:3:mulliken_charge:R:1
C 2.048 -3.375 -0.338 -0.334
C 3.323 -2.650 -0.617 0.501
O 4.286 -3.223 -0.888 -0.523
O 3.345 -1.288 -0.508 -0.284
C 3.265 -0.652 -1.802 -0.849
C 2.547 0.680 -1.644 -0.671
C 1.113 0.461 -1.125 0.355
C 0.993 0.598 0.400 -0.666
Si -0.788 0.929 0.963 0.595
O -1.449 -0.514 1.533 -0.311
Si -1.953 -1.539 0.268 0.650
C -3.689 -2.112 0.699 -1.196
C -4.646 -2.316 -0.496 0.688
C -4.699 -1.135 -1.480 -1.455
C -4.331 -3.638 -1.203 -1.666
H 1.678 -3.158 0.657 -0.127
H 1.297 -3.206 -1.100 0.221
H 2.295 -4.424 -0.368 0.417
H 2.644 -1.278 -2.443 0.419
H 4.263 -0.552 -2.217 0.383
H 3.116 1.317 -0.975 0.437
H 2.528 1.126 -2.636 0.134
H 0.794 -0.539 -1.394 0.025
H 0.474 1.181 -1.621 -0.049
H 1.372 -0.280 0.905 0.034
H 1.611 1.420 0.752 0.631
H -0.706 1.923 2.054 -0.250
H -1.597 1.476 -0.149 -0.243
H -0.965 -2.638 0.235 -0.265
H -1.860 -0.829 -1.026 -0.159
H -3.574 -3.086 1.173 0.430
H -4.121 -1.482 1.467 0.418
H -5.641 -2.411 -0.074 0.475
H -4.262 -1.418 -2.431 0.357
H -5.741 -0.924 -1.694 0.357
H -4.279 -0.216 -1.090 0.360
H -4.269 -4.431 -0.472 0.406
H -3.386 -3.532 -1.730 0.352
H -5.143 -3.850 -1.888 0.427
C 0.904 -2.262 3.395 -0.969
C 0.009 -1.692 4.491 -0.203
C 0.786 -0.988 5.602 -0.898
C 1.748 -1.882 6.388 -0.758
C 1.102 -3.095 7.055 -0.362
C 0.056 -2.725 8.103 -1.207
H 1.582 -3.022 3.789 0.466
H 0.292 -2.725 2.618 0.134
H 1.503 -1.474 2.933 0.261
H -0.613 -2.490 4.907 0.350
H -0.678 -0.974 4.039 0.116
H 0.074 -0.526 6.291 0.386
H 1.359 -0.163 5.166 0.341
H 2.237 -1.273 7.155 0.417
H 2.547 -2.228 5.726 0.288
H 1.887 -3.683 7.537 0.403
H 0.651 -3.748 6.302 0.236
H 0.495 -2.106 8.888 0.294
H -0.350 -3.623 8.571 0.377
H -0.780 -2.177 7.664 0.287
C -0.689 4.247 -2.597 -0.940
C -0.944 4.208 -4.100 -0.434
C 0.160 3.495 -4.880 -0.669
C 1.541 4.147 -4.789 -0.454
C 1.599 5.603 -5.248 -0.508
C 1.238 5.790 -6.718 -1.213
H 0.219 4.801 -2.353 0.284
H -1.519 4.736 -2.084 0.414
H -0.594 3.236 -2.193 0.057
H -1.081 5.226 -4.476 0.265
H -1.887 3.686 -4.282 0.362
H -0.140 3.423 -5.929 0.343
H 0.240 2.464 -4.520 0.302
H 2.243 3.558 -5.388 0.402
H 1.905 4.088 -3.759 0.216
H 2.615 5.975 -5.087 0.381
H 0.946 6.224 -4.628 0.250
H 1.906 5.211 -7.359 0.289
H 1.327 6.839 -7.004 0.382
H 0.212 5.480 -6.925 0.286
```

Results
**Spin multiplicity**: 1
**Lowest unoccupied orbital energy**: 0.66 eV
**Charge**: 0
**Frontier orbital gap**: 10.595 eV
**Electronic energy**: -1674.20508 Eh

4.
Density functional theory data (wB97M-V/def2-TZVPD) for a 2-piece molecular cluster, C2H9N4 overall in a non-equilibrium geometry.

The geometry in XYZ format:
```
15
Properties=species:S:1:pos:R:3:mulliken_charge:R:1
C 1.384 -0.021 -0.134 0.748
C -2.686 -0.181 0.442 -0.480
N 2.702 -0.067 -0.133 -0.337
N 0.784 -1.071 0.410 -0.287
N -2.189 0.295 -0.601 -0.373
N 0.602 1.052 -0.457 -0.310
H -3.813 -0.245 0.569 0.307
H -2.156 -0.262 1.386 0.304
H 3.051 -0.826 0.340 0.169
H 3.324 0.721 -0.321 0.251
H 1.353 -1.912 0.570 0.245
H -0.187 -0.952 0.411 0.091
H -2.711 0.397 -1.486 0.232
H -0.470 1.150 -0.279 0.235
H 1.012 1.922 -0.717 0.206
```

Results
**Spin multiplicity**: 3
**Lowest unoccupied orbital energy (alpha / beta)**: -3.12 / -6.52 eV
**Charge**: +1
**Frontier orbital gap (alpha / beta)**: 6.629 / 8.957 eV
**Electronic energy**: -300.22964 Eh

5.
Density functional theory data (wB97M-V/def2-TZVPD) for a 7-piece molecular cluster, C33H39N7OP overall in a non-equilibrium geometry.

The geometry in XYZ format:
```
81
Properties=species:S:1:pos:R:3:mulliken_charge:R:1
N 0.134 -0.830 3.244 -0.634
P -0.227 -0.576 1.672 0.265
C -0.465 1.251 1.377 -0.273
C 0.479 1.914 2.429 -0.689
C 0.756 3.430 2.134 -0.626
O 1.364 3.644 0.856 -0.414
H -0.553 -1.454 3.664 0.134
H 0.878 -1.023 0.888 -0.001
H -1.426 -1.316 1.419 -0.063
H -1.529 1.436 1.627 -0.158
H 1.445 1.371 2.476 0.360
H -0.041 1.902 3.412 0.271
H 1.520 3.729 2.893 0.288
H -0.147 4.047 2.268 0.344
H 2.059 2.987 0.832 0.220
N -3.386 1.136 -0.172 -0.136
C -3.336 1.108 -1.504 -0.339
C -4.427 0.829 -2.314 -0.564
C -5.643 0.560 -1.706 -0.181
C -5.722 0.583 -0.323 -0.691
C -4.569 0.877 0.392 -0.057
H -2.362 1.323 -1.930 0.381
H -4.326 0.821 -3.392 0.433
H -6.519 0.335 -2.304 0.366
H -6.653 0.377 0.189 0.407
H -4.579 0.908 1.477 0.384
N -5.687 -4.218 -0.077 -0.594
C -5.742 -5.269 -0.902 -0.338
C -5.485 -5.198 -2.261 -0.146
C -5.156 -3.965 -2.801 -0.705
C -5.094 -2.860 -1.968 0.141
C -5.364 -3.040 -0.620 -0.231
H -6.007 -6.211 -0.434 0.362
H -5.540 -6.083 -2.880 0.393
H -4.948 -3.868 -3.859 0.295
H -4.839 -1.883 -2.353 0.320
H -5.323 -2.206 0.071 0.483
N -2.338 -5.426 -3.893 -0.284
C -1.586 -6.386 -4.442 -0.268
C -0.305 -6.700 -4.021 -0.399
C 0.237 -5.976 -2.971 -0.184
C -0.520 -4.975 -2.385 -0.760
C -1.794 -4.742 -2.878 0.033
H -2.050 -6.923 -5.262 0.343
H 0.255 -7.490 -4.504 0.350
H 1.236 -6.190 -2.613 0.373
H -0.133 -4.388 -1.564 0.447
H -2.425 -3.972 -2.448 0.358
N 5.149 2.410 0.177 -0.549
C 5.079 1.371 -0.660 -0.247
C 5.294 1.467 -2.026 -0.326
C 5.591 2.711 -2.559 -0.374
C 5.664 3.805 -1.710 -0.236
C 5.438 3.598 -0.359 -0.399
H 4.838 0.421 -0.198 0.383
H 5.226 0.590 -2.656 0.355
H 5.762 2.828 -3.622 0.378
H 5.890 4.792 -2.090 0.553
H 5.488 4.420 0.347 0.511
N 2.836 -4.261 6.321 -0.583
C 2.081 -4.486 7.402 -0.237
C 0.973 -3.727 7.739 -0.286
C 0.625 -2.668 6.912 -0.344
C 1.391 -2.413 5.786 -0.179
C 2.478 -3.236 5.538 -0.296
H 2.393 -5.321 8.020 0.333
H 0.397 -3.957 8.626 0.340
H -0.235 -2.050 7.141 0.392
H 1.150 -1.594 5.114 0.428
H 3.105 -3.078 4.668 0.408
N 4.857 7.005 -2.357 -0.351
C 4.099 6.790 -1.276 0.439
C 2.978 7.539 -0.959 -0.639
C 2.619 8.573 -1.807 -0.211
C 3.391 8.817 -2.933 -0.420
C 4.491 8.007 -3.161 -0.285
H 4.417 5.975 -0.642 -0.043
H 2.400 7.316 -0.072 0.383
H 1.749 9.182 -1.595 0.368
H 3.144 9.616 -3.619 0.355
H 5.123 8.157 -4.030 0.359
```

Results
**Spin multiplicity**: 1
**Lowest unoccupied orbital energy**: 2.36 eV
**Charge**: -1
**Frontier orbital gap**: 4.510 eV
**Electronic energy**: -2080.63383 Eh

6.
Density functional theory data (wB97M-V/def2-TZVPD) for one molecule with the formula C4H6O2S in a non-equilibrium geometry.

The geometry in XYZ format:
```
13
Properties=species:S:1:pos:R:3:mulliken_charge:R:1
C 1.199 -0.717 -1.803 0.289
C 0.340 0.287 -1.246 -0.388
C 0.163 0.282 0.254 -0.992
C -0.224 -1.100 0.773 -0.622
O 1.705 -1.176 -2.773 -0.386
O 2.016 -2.355 1.418 -0.520
S 1.025 -2.387 0.339 0.322
H 0.738 1.255 -1.614 0.306
H -0.632 0.473 -1.749 0.342
H 1.128 0.373 0.565 0.402
H -0.422 1.012 0.607 0.518
H -0.104 -0.986 1.869 0.314
H -1.282 -1.289 0.521 0.415
```

Results
**Spin multiplicity**: 1
**Lowest unoccupied orbital energy (alpha / beta)**: 0.08 / -0.33 eV
**Charge**: 0
**Frontier orbital gap (alpha / beta)**: 8.062 / 7.090 eV
**Electronic energy**: -704.55776 Eh